1.
This record from OMol25 describes C13H23AsO3PtSe4Si2 as an isolated structure. The level of theory is the ωB97M-V functional and the def2-TZVPD basis.

HOMO level (spin up / spin down)	-7.70 / -8.34	eV
ΔE to the lowest compared entry with this formula, charge and spin	0.00	kJ/mol
molecular weight	869.3	g mol⁻¹
charge	0
orbital gap (spin up / spin down)	7.194 / 5.784	eV
multiplicity	5
calculated total energy	-13274.7718	Eh

Last column: Mulliken spin population.
Cartesian coordinates (Å):
Pt: 1.377 2.091 -1.424  1.129
Se: 0.214 3.426 -3.052  0.437
Se: 1.328 3.428 -5.063  0.203
Se: 3.521 2.843 -4.580  0.297
Se: 3.401 1.607 -2.680  0.625
O: -0.460 0.856 3.849  0.003
C: -1.160 1.386 2.838  -0.024
C: -2.554 1.346 2.916  0.004
C: -3.321 1.882 1.906  0.002
C: -2.721 2.468 0.793  0.004
C: -1.340 2.512 0.720  -0.026
C: -0.537 1.976 1.721  0.058
C: 0.957 2.050 1.653  -0.025
O: 1.622 1.563 2.581  0.021
O: 1.506 2.621 0.638  0.065
H: 0.496 1.014 3.620  0.001
H: -3.002 0.888 3.788  0.000
H: -4.401 1.848 1.983  0.000
H: -3.324 2.899 0.005  0.000
H: -0.871 2.979 -0.136  0.013
C: -1.145 -2.697 -2.388  0.023
Si: -1.362 -1.094 -1.456  -0.024
C: -2.154 0.217 -2.514  0.016
C: -2.275 -1.350 0.147  0.072
As: 0.780 -0.247 -0.926  1.089
Si: 2.194 -1.577 0.419  -0.020
C: 3.676 -0.504 0.742  0.014
C: 2.652 -3.100 -0.561  0.024
C: 1.241 -2.018 1.956  0.055
H: -2.128 -3.085 -2.671  0.001
H: -0.648 -3.456 -1.781  0.001
H: -0.562 -2.555 -3.299  0.009
H: -3.156 -0.092 -2.824  -0.001
H: -1.563 0.417 -3.410  0.002
H: -2.241 1.151 -1.957  -0.006
H: -3.319 -1.609 -0.051  0.003
H: -2.262 -0.440 0.749  -0.028
H: -1.838 -2.156 0.737  -0.004
H: 4.192 -0.256 -0.189  0.001
H: 4.387 -1.037 1.380  -0.001
H: 3.387 0.420 1.249  -0.004
H: 3.148 -2.839 -1.497  0.004
H: 1.779 -3.711 -0.799  0.003
H: 3.340 -3.715 0.026  0.002
H: 0.908 -1.128 2.492  -0.017
H: 1.873 -2.599 2.633  0.003
H: 0.366 -2.624 1.717  -0.002

Forces on atoms 1 to 6 (eV/Å):
Pt 0.2403 -0.0746 0.0868
Se -0.0004 -0.0207 -0.0102
Se 0.0061 -0.0147 -0.0242
Se -0.0466 -0.0148 0.0123
Se -0.0023 0.0652 -0.0114
O -0.0223 -0.0238 -0.0132

2.
This record from OMol25 describes a 7-piece molecular cluster, C16H29Br6NO10 overall. The level of theory is the ωB97M-V functional and the def2-TZVPD basis.

HOMO level	0.21	eV
molecular weight	874.8	g mol⁻¹
charge	-2
orbital gap	3.312	eV
calculated total energy	-16878.2180	Eh

Last column: Mulliken charge in e.
Cartesian coordinates (Å):
C: -4.400 -38.420 21.447  -0.139
C: -5.794 -38.920 21.893  -0.192
O: -6.871 -38.107 21.698  -0.950
H: -3.609 -39.098 21.790  -0.023
H: -4.220 -37.456 21.938  -0.158
H: -4.300 -38.280 20.367  0.457
H: -5.728 -39.156 22.979  -0.136
H: -5.920 -39.923 21.423  0.230
N: -4.291 -35.536 24.264  0.623
O: -5.069 -34.971 23.464  -0.591
O: -4.765 -36.214 25.206  -0.616
O: -3.036 -35.399 24.170  -0.231
Br: -1.601 -40.328 23.269  -0.257
C: -2.676 -39.305 24.604  -0.036
C: -1.819 -38.273 25.281  0.096
Br: -0.493 -39.183 26.484  -0.250
H: -3.062 -40.021 25.322  0.321
H: -3.467 -38.854 24.004  -0.032
H: -2.395 -37.645 25.956  -0.478
H: -1.363 -37.601 24.560  0.511
Br: -4.622 -31.376 19.983  -0.195
C: -4.626 -32.305 21.750  0.286
C: -4.001 -31.445 22.816  -0.375
Br: -5.139 -29.933 23.277  -0.196
H: -4.061 -33.214 21.576  -0.659
H: -5.665 -32.563 21.914  0.548
H: -3.055 -31.039 22.464  0.413
H: -3.785 -32.011 23.720  0.179
Br: 0.103 -35.329 26.661  -0.164
C: -1.479 -34.203 26.591  0.072
C: -2.650 -34.811 27.324  -0.344
Br: -2.153 -34.884 29.291  -0.256
H: -1.768 -33.997 25.561  -0.238
H: -1.234 -33.238 27.032  0.457
H: -2.945 -35.807 26.990  -0.120
H: -3.572 -34.242 27.224  0.530
C: -1.089 -33.778 22.044  -0.775
C: -1.068 -34.790 20.928  0.561
C: -2.343 -35.599 20.669  0.397
O: -2.505 -35.602 19.254  -0.369
C: -1.652 -34.667 18.734  0.579
O: -1.601 -34.450 17.554  -0.628
O: -0.976 -34.053 19.666  -0.411
H: -1.930 -33.090 21.984  -0.115
H: -0.195 -33.152 22.084  0.480
H: -1.154 -34.335 22.981  0.103
H: -0.138 -35.358 20.994  0.304
H: -3.196 -35.209 21.224  -0.402
H: -2.098 -36.596 21.034  0.192
C: -2.902 -38.218 29.425  -1.370
C: -3.633 -39.444 28.883  0.467
C: -4.833 -39.892 29.690  -0.457
O: -5.890 -40.116 28.782  -0.384
C: -5.559 -39.588 27.581  0.533
O: -6.314 -39.437 26.691  -0.464
O: -4.278 -39.115 27.643  -0.164
H: -2.255 -37.735 28.695  0.205
H: -2.394 -38.369 30.374  0.322
H: -3.684 -37.459 29.530  0.418
H: -2.941 -40.250 28.619  0.282
H: -5.110 -39.037 30.316  0.305
H: -4.649 -40.750 30.334  0.303

Forces on atoms 1 to 6 (eV/Å):
C -0.0686 0.3570 0.4885
C -1.3519 0.4292 0.0790
O 0.9215 -0.2921 -0.5133
H -0.0444 -0.1302 -0.1909
H -0.0488 0.1271 -0.0981
H -0.1800 -0.0055 -0.0484

3.
This record from OMol25 describes one molecule with the formula C8H13P. The level of theory is the ωB97M-V functional and the def2-TZVPD basis.

HOMO level (spin up / spin down)	-6.87 / -8.84	eV
ΔE to the lowest compared entry with this formula, charge and spin	52.26	kJ/mol
molecular weight	140.2	g mol⁻¹
charge	0
orbital gap (spin up / spin down)	7.968 / 7.968	eV
multiplicity	3
calculated total energy	-653.7370	Eh

Last column: Mulliken spin population.
Cartesian coordinates (Å):
C: 1.096 3.333 -1.796  0.487
C: 1.085 2.156 -1.455  -0.108
C: -0.357 -1.393 -1.331  0.014
C: -1.335 -1.269 -0.150  0.001
C: -0.103 0.024 -2.047  -0.015
C: -0.893 -0.876 1.260  -0.004
C: 0.979 0.802 -1.301  0.547
C: 0.784 1.311 2.452  -0.041
P: -0.667 1.062 1.337  0.961
H: 1.211 4.256 -2.296  -0.003
H: 0.454 -1.808 -0.857  0.000
H: -0.790 -1.916 -2.088  -0.001
H: -2.019 -0.606 -0.563  -0.004
H: -1.766 -2.274 0.132  -0.006
H: 0.424 -0.226 -3.117  0.050
H: -0.978 0.765 -2.166  0.017
H: -1.607 -0.958 2.023  0.018
H: -0.033 -1.397 1.537  0.002
H: 1.596 0.100 -0.913  0.021
H: 0.949 2.334 2.734  -0.002
H: 1.726 0.850 1.914  0.037
H: 0.653 0.835 3.335  0.028

Forces on atoms 1 to 6 (eV/Å):
C 0.0010 -1.0285 0.3166
C 0.4239 0.4335 -0.3680
C -1.2653 4.3945 1.3701
C -0.2104 -2.3349 1.0777
C 1.4830 0.1544 -0.7709
C 1.0431 3.7140 -1.7901

4.
This record from OMol25 describes C20H39AlBrO10S5 as an isolated structure. The level of theory is the ωB97M-V functional and the def2-TZVPD basis.

HOMO level	-5.14	eV
molecular weight	706.7	g mol⁻¹
charge	-1
orbital gap	7.151	eV
calculated total energy	-6345.3468	Eh

Last column: Mulliken charge in e.
Cartesian coordinates (Å):
C: -2.375 -2.676 5.058  -0.877
C: -3.415 -3.378 4.066  0.728
O: -4.601 -3.394 4.411  -0.554
O: -2.880 -3.954 2.906  -0.316
C: -3.653 -3.635 1.726  -0.845
C: -3.119 -2.379 0.894  0.676
O: -2.154 -1.491 1.516  -0.385
Al: -2.293 -0.051 0.296  -0.274
S: -0.555 -0.251 -1.172  -0.473
C: -2.416 1.841 1.056  -0.558
C: -3.757 2.634 0.630  -0.464
C: -4.727 2.967 1.858  -0.564
Br: -6.603 2.358 1.430  -0.252
O: -3.961 -0.536 -0.454  -0.634
C: -4.413 -1.422 0.600  0.049
S: -4.610 -0.564 2.282  -0.215
H: -2.306 -3.269 6.023  0.330
H: -1.335 -2.742 4.582  0.224
H: -2.635 -1.587 5.208  0.216
H: -4.761 -3.465 1.923  0.401
H: -3.605 -4.559 1.047  0.223
H: -2.573 -2.746 -0.047  0.126
H: -0.887 -1.353 -1.943  0.031
H: -2.288 1.774 2.194  0.347
H: -1.551 2.496 0.683  0.205
H: -4.360 2.020 -0.113  0.378
H: -3.534 3.627 0.115  0.278
H: -4.394 2.512 2.846  0.312
H: -4.826 4.090 2.015  0.371
H: -5.422 -1.920 0.474  0.412
H: -5.761 -1.070 2.867  0.099
C: 1.055 4.913 -4.430  -0.585
C: 0.976 3.385 -4.430  -0.780
C: 1.235 2.912 -2.997  0.639
S: 0.695 4.240 -1.927  1.070
O: 1.850 4.781 -1.239  -0.645
O: -0.498 3.835 -1.222  -0.608
C: 0.236 5.370 -3.231  -0.775
H: 0.675 5.339 -5.361  0.362
H: 2.097 5.229 -4.314  0.295
H: -0.025 3.072 -4.746  0.314
H: 1.692 2.944 -5.125  0.361
H: 0.672 2.006 -2.764  -0.069
H: 2.302 2.744 -2.815  -0.227
H: 0.452 6.395 -2.929  0.382
H: -0.833 5.250 -3.416  0.353
C: 0.500 -6.907 0.469  -0.616
C: 0.667 -5.684 1.375  -0.315
C: 1.290 -4.570 0.531  -0.600
S: 0.780 -4.875 -1.157  1.050
O: 1.950 -5.200 -1.941  -0.703
O: -0.157 -3.856 -1.559  -0.523
C: -0.115 -6.383 -0.823  -0.683
H: -0.129 -7.671 0.930  0.349
H: 1.479 -7.353 0.264  0.310
H: -0.315 -5.365 1.740  0.037
H: 1.283 -5.909 2.248  0.334
H: 0.939 -3.585 0.842  0.319
H: 2.380 -4.604 0.565  0.356
H: -0.008 -7.071 -1.661  0.397
H: -1.165 -6.123 -0.681  0.311
C: 5.396 3.269 0.870  -0.685
C: 6.545 2.378 0.392  -0.601
C: 6.106 1.729 -0.923  -0.693
S: 4.939 2.862 -1.673  1.273
O: 3.641 2.229 -1.708  -0.728
O: 5.539 3.455 -2.849  -0.807
C: 4.948 4.060 -0.353  -0.493
H: 5.705 3.929 1.682  0.379
H: 4.573 2.646 1.234  0.324
H: 7.435 2.993 0.220  0.286
H: 6.808 1.623 1.135  0.319
H: 6.947 1.577 -1.599  0.329
H: 5.592 0.783 -0.749  0.365
H: 3.957 4.498 -0.243  0.259
H: 5.676 4.833 -0.609  0.364

Forces on atoms 1 to 6 (eV/Å):
C 1.1611 -1.0823 -1.3077
C -1.0135 0.7213 1.8187
O 2.6403 -0.3512 -1.5724
O -1.3324 1.5290 1.3115
C -0.4202 -0.3771 -1.5654
C 0.0244 0.2671 0.2801

5.
This record from OMol25 describes an isolated ion of composition HN2O4 and charge +1. The level of theory is the ωB97M-V functional and the def2-TZVPD basis.

HOMO level (spin up / spin down)	-17.01 / -17.01	eV
ΔE to the lowest compared entry with this formula, charge and spin	325.06	kJ/mol
molecular weight	93.0	g mol⁻¹
charge	+1
orbital gap (spin up / spin down)	8.602 / 8.597	eV
calculated total energy	-410.3514	Eh
SMILES	O=[N+]=NOOO

Last column: Mulliken charge in e.
Cartesian coordinates (Å):
O: 2.061 -1.497 -1.484  -0.188
N: 1.602 -0.763 -0.753  0.708
N: 1.140 0.421 -0.594  0.250
O: 0.311 0.924 0.195  -0.016
O: -0.847 -0.131 0.358  0.080
O: -1.671 0.371 1.257  -0.255
H: -2.597 0.675 1.021  0.421

Forces on atoms 1 to 6 (eV/Å):
O -0.0426 -0.2411 -0.4136
N -1.3511 2.8352 1.6138
N 1.2334 -1.7071 -1.2356
O 0.3859 -0.4102 -0.0655
O -1.7465 0.1508 -0.2550
O 0.3194 -0.3737 1.9755

6.
This record from OMol25 describes C32H37ClN2Si2Zn as an isolated structure. The level of theory is the ωB97M-V functional and the def2-TZVPD basis.

HOMO level	-5.57	eV
ΔE to the lowest compared entry with this formula, charge and spin	0.00	kJ/mol
molecular weight	606.7	g mol⁻¹
charge	0
orbital gap	5.472	eV
calculated total energy	-4169.5710	Eh

Last column: Mulliken charge in e.
Cartesian coordinates (Å):
C: 4.538 -1.923 3.198  -0.726
C: 4.017 -2.374 1.958  -1.531
C: 3.536 -1.241 1.229  -0.204
H: 4.074 -3.399 1.587  0.497
C: 3.802 -0.061 2.041  -0.510
C: 4.430 -0.515 3.251  -0.774
H: 4.855 0.130 4.020  0.536
H: 5.042 -2.546 3.941  0.547
H: 3.296 -1.203 0.164  0.924
H: 3.782 0.962 1.651  0.833
Zn: 1.829 -0.724 2.508  1.631
Si: -1.717 1.097 -2.112  0.164
C: -3.308 0.271 -2.588  0.334
C: -4.528 0.803 -2.140  -0.399
H: -4.520 1.628 -1.421  0.350
C: -5.735 0.270 -2.612  -0.563
H: -6.680 0.700 -2.273  0.365
C: -5.725 -0.805 -3.510  -0.414
H: -6.662 -1.207 -3.895  0.365
C: -4.508 -1.385 -3.897  -0.643
H: -4.498 -2.255 -4.558  0.378
C: -3.302 -0.857 -3.426  -0.088
H: -2.344 -1.317 -3.687  0.340
C: -1.756 2.892 -2.578  0.607
C: -2.026 3.148 -3.934  -0.509
H: -2.180 2.315 -4.626  0.315
C: -2.063 4.466 -4.398  -0.587
H: -2.285 4.656 -5.449  0.371
C: -1.823 5.527 -3.515  -0.459
H: -1.871 6.557 -3.870  0.356
C: -1.523 5.267 -2.171  -0.601
H: -1.334 6.089 -1.478  0.357
C: -1.458 3.949 -1.702  -0.279
H: -1.168 3.730 -0.670  0.324
H: -0.721 0.534 -3.043  -0.337
Si: -0.701 0.336 -0.041  -0.415
C: 0.990 1.045 -0.489  1.638
C: 1.694 0.706 -1.669  -0.487
H: 1.477 -0.219 -2.217  0.362
C: 2.643 1.590 -2.207  -0.865
H: 3.113 1.368 -3.169  0.393
C: 2.959 2.777 -1.540  -0.552
H: 3.608 3.521 -2.006  0.381
C: 2.435 3.002 -0.263  -0.763
H: 2.752 3.874 0.316  0.413
C: 1.481 2.126 0.269  -0.566
H: 1.088 2.322 1.274  0.295
C: -0.812 -1.498 -0.414  0.963
C: 0.362 -2.173 -0.781  0.312
H: 1.342 -1.712 -0.607  0.017
C: 0.289 -3.399 -1.449  -0.867
H: 1.207 -3.887 -1.775  0.406
C: -0.948 -3.989 -1.719  -0.652
H: -1.005 -4.900 -2.323  0.372
C: -2.105 -3.399 -1.200  -0.405
H: -3.065 -3.893 -1.358  0.386
C: -2.041 -2.172 -0.531  -0.660
H: -2.961 -1.707 -0.164  0.357
H: -1.919 1.146 0.113  -0.438
Cl: -0.552 0.289 2.167  -0.691
N: 0.957 -2.539 2.994  -0.637
C: 0.552 -2.644 4.439  -0.752
C: 1.674 -2.203 5.378  -0.492
C: 1.831 -0.705 5.614  -0.677
N: 1.571 0.128 4.400  -0.636
H: 1.621 -3.286 2.770  0.340
H: 0.155 -2.700 2.374  0.187
H: -0.345 -2.030 4.571  0.357
H: 0.285 -3.691 4.645  0.471
H: 1.479 -2.656 6.359  0.403
H: 2.641 -2.602 5.039  0.163
H: 1.153 -0.377 6.415  0.451
H: 2.853 -0.482 5.944  0.330
H: 2.165 0.961 4.444  0.259
H: 0.615 0.494 4.406  0.331

Forces on atoms 1 to 6 (eV/Å):
C 0.0846 0.3043 -0.5483
C 0.1187 0.4771 0.0237
C 0.6662 -0.2881 0.2003
H -0.2110 0.3452 0.1255
C 0.6980 -0.2337 0.1498
C -0.0682 -0.0997 -0.6514

Question: Which formula does entry 5 have?
Answer: HN2O4